Density functional theory data (ωB97M-V/def2-TZVPD) for a molecular structure, C12H30N2O4Sn.

Element x y z (Å)
1 Sn 0.02139 0.82498 -0.90094
2 C -3.37109 -1.14224 0.09299
3 O -2.31647 -0.41613 0.67742
4 C -2.63965 0.10408 1.96974
5 C -1.44779 0.84174 2.62827
6 N -0.94200 1.95742 1.82922
7 C 0.16026 2.59330 2.62516
8 C 1.11534 3.44263 1.73958
9 O 1.68958 2.62213 0.69878
10 C 2.84391 3.23351 0.05957
11 H -3.83178 -1.97644 0.62213
12 H -3.02686 -1.46121 -0.89081
13 H -4.19249 -0.42577 0.08394
14 H -2.96894 -0.67437 2.65797
15 H -3.44263 0.83784 1.89963
16 H -0.70196 0.07036 2.82018
17 H -1.76037 1.19670 3.61032
18 H -1.66373 2.66341 1.85741
19 H 0.82611 1.88564 3.11908
20 H -0.27673 3.20684 3.41302
21 H 1.93003 3.85195 2.33695
22 H 0.52338 4.19655 1.22066
23 H 3.66797 3.32002 0.76778
24 H 2.70821 4.25369 -0.29945
25 H 3.10019 2.57692 -0.77188
26 C 1.96530 -0.63374 2.19007
27 O 0.94155 -1.11758 1.26561
28 C 1.14640 -2.47033 0.83079
29 C 0.15541 -2.90192 -0.29123
30 N 0.36476 -2.15763 -1.51731
31 C -0.38948 -2.57784 -2.65177
32 C -0.10712 -1.74606 -3.84371
33 O -0.33737 -0.33530 -3.56905
34 C 0.12192 0.47407 -4.65482
35 H 1.80834 -0.94391 3.22316
36 H 1.93565 0.45444 2.13451
37 H 2.93137 -1.00466 1.84768
38 H 1.01784 -3.18015 1.64794
39 H 2.17665 -2.47481 0.47490
40 H -0.83758 -2.79451 0.14529
41 H 0.39732 -3.95227 -0.45359
42 H 1.35425 -2.09856 -1.71095
43 H -1.47418 -2.58971 -2.54505
44 H -0.02979 -3.59843 -2.78261
45 H -0.74636 -2.13915 -4.63425
46 H 0.90303 -2.03602 -4.13290
47 H -0.47678 0.39707 -5.56241
48 H 1.18129 0.31201 -4.85378
49 H -0.00630 1.53145 -4.42327

Properties
Lowest unoccupied orbital energy: -8.43 eV
Frontier orbital gap: 7.42 eV
Energy: -1099.30881 hartree
Strongest force on any atom: 3.54 eV Å⁻¹
Spin multiplicity: 1
Net charge: +2
ΔE to the lowest compared entry with this formula, charge and spin: 86.5 kJ/mol

Löwdin charges, unit e, in atom order: 1.71 -0.09 -0.30 -0.18 -0.20 -0.06 -0.16 -0.17 -0.38 -0.06 0.11 0.08 0.10 0.14 0.13 0.11 0.14 0.12 0.11 0.14 0.14 0.13 0.10 0.10 0.09 -0.04 -0.31 -0.17 -0.17 -0.10 -0.22 -0.20 -0.33 -0.09 0.11 0.06 0.10 0.14 0.12 0.12 0.14 0.13 0.13 0.15 0.15 0.14 0.11 0.10 0.09